*a*
C6H11NO | ωB97M-V/def2-TZVPD

The geometry in ORCA input format:
```
! RIJCOSX wB97M-V def2-TZVPD def2/J DEFGRID3
* xyz 0 1
C 1.7246 -0.3387 -0.7598
C -1.5338 0.7272 0.6892
C -0.9971 -1.5898 -0.2305
C 0.5047 0.3964 -0.7872
C -0.5047 -0.1919 0.0786
N 0.5317 1.7257 -0.9906
C 1.0323 -0.2896 1.0312
O 1.3366 0.6185 1.7968
H 1.4179 2.1637 -1.1862
H -0.1473 2.3158 -0.5380
H 1.0743 -1.3605 1.2628
H 1.7229 -1.3801 -1.0438
H 2.6422 0.1882 -0.9942
H -2.1527 1.2350 -0.0586
H -2.2043 0.1584 1.3341
H -0.2170 -2.2383 -0.6273
H -1.8061 -1.5628 -0.9669
H -1.3865 -2.0554 0.6778
H -1.0379 1.4783 1.3126
*
```

***

*b*
C6H11NO | ωB97M-V/def2-TZVPD

The geometry in ORCA input format:
```
! RIJCOSX wB97M-V def2-TZVPD def2/J DEFGRID3
* xyz 0 1
C 1.5285 -1.1260 0.7195
C 0.4777 -0.3565 -0.2024
C -0.7215 0.3195 -0.2293
C -1.0592 0.9941 -1.5656
C -1.6537 0.5574 0.7815
C -1.9833 -0.3387 1.6517
H 2.6691 0.7004 0.9953
H 3.5067 -0.6204 0.2388
H 1.8876 -2.1917 0.1263
H 1.1708 -1.4212 1.7928
H 0.8767 -0.3691 -1.3689
H -2.1352 0.9833 -2.0082
H -1.0975 2.0071 -1.2048
H 0.7515 -0.1342 -2.5164
H -2.1502 1.5890 0.5230
H -1.8704 -1.3376 1.7933
H -2.8598 -0.0225 2.3439
N 2.8285 -0.2486 0.9032
O -0.1664 1.0157 -2.7736
*
```

***

*c*
C6H11NO | ωB97M-V/def2-TZVPD

The geometry in ORCA input format:
```
! RIJCOSX wB97M-V def2-TZVPD def2/J DEFGRID3
* xyz 0 1
C -0.8603 -0.4673 -0.7642
C 1.9652 -0.1385 -0.1050
C -0.7168 0.7151 0.1652
C -1.4600 -1.6206 -0.1023
C 3.4386 -0.5259 -0.1241
C -1.9957 1.5158 0.2067
N 0.3919 1.6362 -0.2749
O 1.7907 1.1455 -0.3534
H -0.4419 0.5024 1.2260
H -0.7804 -1.8454 0.6589
H -1.6810 -2.4195 -0.7624
H -2.3303 -1.3227 0.4954
H 3.8451 -0.6159 0.7982
H 3.8613 0.3371 -0.7751
H 3.6226 -1.3703 -0.6426
H -2.6653 0.7934 0.7019
H -2.3843 1.8560 -0.8572
H -1.7043 2.4854 0.6388
H 0.2567 2.1076 -1.1049
*
```

***

The most stable of them is *a*.

***

*a*
C6H11NO | ωB97M-V/def2-TZVPD

Output
SMILES: CC(=O)N1CCCC1

The geometry in ORCA input format:
```
! RIJCOSX wB97M-V def2-TZVPD def2/J DEFGRID3
* xyz 0 1
C -2.6586 -0.4779 -0.9241
C -1.2748 -0.8691 -0.5338
O -0.7810 -2.0091 -0.5011
N -0.4130 0.1710 -0.0349
C 0.6542 0.6256 -0.9252
C 1.9476 0.3602 -0.1716
C 1.6230 0.3216 1.4192
C 0.1223 0.1633 1.3354
H -3.4974 -0.4129 -0.1269
H -2.6228 0.4590 -1.4640
H -2.9469 -1.2678 -1.7456
H 0.7338 0.1227 -2.0308
H 0.4351 1.7806 -1.1175
H 2.3748 -0.7295 -0.4337
H 2.8712 0.9708 -0.2645
H 2.0307 -0.5740 1.9715
H 1.9229 1.1947 1.9162
H -0.1217 -0.8053 1.8194
H -0.3995 0.9762 1.8120
*
```

***

*b*
C6H11NO | ωB97M-V/def2-TZVPD

The geometry in ORCA input format:
```
! RIJCOSX wB97M-V def2-TZVPD def2/J DEFGRID3
* xyz 0 1
C -0.7857 -0.6209 1.8241
C 1.0132 -1.5767 -1.2404
C -1.2381 1.5846 -0.5969
N 0.3325 -0.8333 0.9295
C 0.2287 -0.5824 -0.4191
C 1.4061 0.6104 0.6207
C -0.2129 0.5821 -1.0300
O 2.5252 0.6091 0.2247
H 0.9054 1.2591 1.3390
H 0.0666 0.6750 -2.0726
H -1.0135 0.4225 2.0704
H -1.7111 -1.0660 1.4104
H -0.5584 -1.0989 2.7777
H 1.3430 -1.1643 -2.1939
H 1.8742 -1.9266 -0.6828
H 0.3664 -2.4350 -1.4364
H -2.1907 1.3882 -1.1007
H -1.4193 1.5835 0.4732
H -0.9314 2.5897 -0.8971
*
```

***

*c*
C6H11NO | ωB97M-V/def2-TZVPD

Output
SMILES: C/C=C/O.C=CN=C

The geometry in ORCA input format:
```
! RIJCOSX wB97M-V def2-TZVPD def2/J DEFGRID3
* xyz 0 1
C 1.7220 0.1603 -1.0362
C 1.1640 -1.0362 -1.7481
C 0.5183 -0.9568 -2.8976
O 0.0568 -2.0647 -3.5618
H 2.6834 0.4982 -1.4285
H 1.0453 1.0162 -1.0834
H 1.8559 -0.0510 0.0253
H 1.2853 -1.9969 -1.2667
H 0.3675 -0.0098 -3.4027
H -0.6021 -1.7991 -4.2047
C -1.1190 0.8545 3.6797
C -0.3026 0.7054 2.6375
N -0.6113 1.0556 1.3169
C -1.6669 0.5990 0.8061
H -2.1073 1.2695 3.5580
H -0.7658 0.5984 4.6648
H 0.7142 0.3612 2.8010
H -1.9372 0.9092 -0.1971
H -2.3005 -0.1132 1.3374
*
```

***

*d*
C6H11NO | ωB97M-V/def2-TZVPD

The geometry in ORCA input format:
```
! RIJCOSX wB97M-V def2-TZVPD def2/J DEFGRID3
* xyz 0 1
C -2.0598 -0.0425 0.4899
C 0.5275 1.5478 0.7274
C 2.1207 -0.1478 -0.2792
C -0.3284 -0.6862 -0.2589
C -0.9635 0.1194 -1.2287
C 0.7301 0.1457 0.2372
N -0.2390 -2.0452 -0.4117
O -1.2679 1.0453 -1.9014
H -0.8665 -2.5231 -1.0413
H 0.3084 -2.5562 0.2653
H -2.4672 0.9610 0.3952
H -1.6936 -0.2132 1.5008
H -2.7775 -0.7951 0.1643
H 2.4140 0.5523 -1.0787
H 2.8492 -0.0165 0.5269
H -0.3894 1.7025 1.2946
H 0.5057 2.2766 -0.1046
H 1.3610 1.8341 1.3730
H 2.2362 -1.1588 -0.6701
*
```

***

The most stable of them is *a*.